(1)
Computed, not measured: a gas-phase ion, C6H10NS (charge +1) at a distorted geometry, with wB97M-V/def2-TZVPD.

Geometry (Å):
C 0.86547 -0.94424 -1.61233
C -0.07174 -1.05697 -0.61190
C -0.32029 1.36917 -0.25893
C 0.39126 1.69445 -1.49574
C -0.31024 -2.43495 -0.05688
C 0.50399 1.66970 0.98328
N -0.69310 -0.05008 -0.07846
S 1.02158 0.57031 -2.46503
H 1.22113 -1.67811 -2.30080
H -1.38262 1.76183 -0.23999
H 0.69091 2.68120 -1.80168
H 0.45767 -3.18665 -0.53051
H -1.29939 -2.70130 -0.12440
H -0.35320 -2.54658 1.02891
H 1.43466 1.31975 0.78663
H 0.08606 1.29385 1.85466
H 0.70319 2.70247 1.10283
H -1.08697 -0.26829 0.81484

As for the strongest force on any atom: 0.0669 hartree/bohr. The calculation puts the HOMO energy (alpha / beta) at -12.903 / -12.903 eV. The orbital gap (alpha / beta) comes out at 7.3 / 7.3 eV. The charge is +1.


(2)
Computed, not measured: a molecular structure, C3H2BiLiO2 at a distorted geometry, with wB97M-V/def2-TZVPD.

Geometry (Å):
C 0.31116 0.29819 0.28018
Li -1.29356 -1.61132 0.95413
O -1.14029 0.34772 0.73986
C -0.80291 0.69692 -0.59484
H -0.89445 1.76163 -0.83376
H -1.16762 0.01723 -1.37594
Bi 2.47547 0.69498 0.70948
O 1.84535 -1.09271 -0.25261
C 0.66686 -1.11263 0.37350

As for the strongest force on any atom: 0.0596 hartree/bohr. As for the expectation value of S²: 0.7550. The calculation puts the HOMO energy (alpha / beta) at -12.430 / -13.222 eV. As for the spin multiplicity: 2. The orbital gap (alpha / beta) comes out at 7.7 / 7.5 eV. The charge is +1.


(3)
Computed, not measured: a molecular structure, C32H70F6MnN10O16S2 at a distorted geometry, with wB97M-V/def2-TZVPD.

Geometry (Å):
Mn -10.49905 -8.47228 6.30155
C -12.66527 -5.71095 9.26133
F -11.31271 -5.55207 9.42384
F -13.30291 -5.46770 10.35705
F -13.01075 -4.84618 8.37684
S -12.93526 -7.46571 8.49903
O -11.82333 -7.75212 7.53542
O -12.83946 -8.40301 9.64134
O -14.25991 -7.48730 7.96807
C -8.45490 -4.61928 6.78713
F -7.18133 -4.96916 6.44752
F -8.85635 -5.16135 7.87291
F -8.54051 -3.28943 7.00003
S -9.65484 -5.19919 5.42392
O -10.90105 -4.44752 5.64121
O -8.90086 -4.79600 4.21219
O -9.75446 -6.65414 5.66859
C -12.82960 -8.57315 3.94782
O -11.82245 -8.30537 4.55212
N -13.61714 -7.73909 3.41531
C -14.91045 -8.11254 2.86823
C -13.26155 -6.30381 3.28050
H -13.20228 -9.59717 3.79067
H -15.64178 -7.34090 3.10870
H -15.22684 -9.13775 3.06048
H -14.88281 -7.98915 1.78559
H -12.26007 -6.11167 3.66548
H -13.28852 -5.97544 2.24148
H -14.01517 -5.77404 3.86319
C -10.55135 -2.48112 2.52614
O -10.93758 -2.79047 1.45740
N -10.10815 -1.23467 2.76110
C -10.01940 -0.78800 4.14417
C -10.35005 -0.09648 1.83439
H -10.52168 -3.26284 3.30090
H -9.93340 -1.54580 4.92292
H -11.01361 -0.58279 4.54108
H -9.32273 0.04274 4.25643
H -11.27272 0.33074 2.22714
H -9.42538 0.47589 1.90846
H -10.41222 -0.41819 0.79480
C -14.87245 -0.64470 5.69320
O -15.93349 -0.01497 5.88673
N -14.75279 -1.93264 5.31338
C -13.58744 -2.85195 5.13162
C -15.94483 -2.65147 5.00241
H -13.82836 -0.30925 5.79099
H -13.32400 -2.85565 4.07394
H -13.82964 -3.79277 5.62588
H -12.67968 -2.45237 5.58373
H -16.88307 -2.19890 5.32332
H -16.12099 -2.76938 3.93321
H -16.06407 -3.58268 5.55623
C -9.00435 -8.12046 9.14224
O -9.24913 -8.37978 7.93574
N -9.05908 -8.95690 10.18117
C -8.51875 -8.50409 11.44399
C -9.66121 -10.31396 10.33445
H -8.87406 -7.05363 9.38117
H -7.94498 -7.57734 11.44980
H -7.68033 -9.14553 11.71546
H -9.26566 -8.51130 12.23783
H -8.94516 -10.94260 10.86377
H -10.59387 -10.30311 10.89849
H -9.89798 -10.74663 9.36242
C -10.94075 0.49478 7.56236
O -11.75964 1.29201 7.04560
N -11.01879 0.04176 8.84901
C -11.51932 0.91305 9.90304
C -10.39330 -1.23200 9.13152
H -10.15628 0.06989 6.91717
H -10.93088 0.90133 10.82048
H -12.52384 0.64944 10.23403
H -11.42844 1.95601 9.59960
H -9.36246 -0.99282 9.39279
H -10.85133 -1.81591 9.92987
H -10.29641 -1.84251 8.23376
C -7.94282 -10.25338 5.23961
O -8.72698 -9.29773 5.46638
N -8.29054 -11.34825 4.50871
C -7.30238 -12.19845 3.97028
C -9.55703 -11.40826 3.79916
H -6.91549 -10.29463 5.63342
H -7.70713 -13.15901 3.65154
H -6.40715 -12.20172 4.59209
H -6.91754 -11.76036 3.04936
H -9.78370 -12.38509 3.37194
H -10.49332 -11.13025 4.28307
H -9.55685 -10.83599 2.87148
C -4.57679 -7.95270 6.57965
O -4.73585 -9.09884 7.02648
N -3.50839 -7.18828 6.95857
C -3.39079 -5.72626 6.73452
C -2.54912 -7.68838 7.95895
H -5.36226 -7.51902 5.94156
H -2.88820 -5.65423 5.76999
H -2.90642 -5.13993 7.51537
H -4.43171 -5.40413 6.70610
H -1.56091 -7.37569 7.62170
H -2.67216 -7.41957 9.00809
H -2.57414 -8.77807 7.96644
C -4.32162 -2.67010 2.04987
O -4.63167 -2.09371 0.98370
N -5.23189 -3.20602 2.94056
C -4.68913 -4.08533 4.02842
C -6.75336 -3.17885 2.77146
H -3.30324 -2.80110 2.44729
H -4.19554 -5.01173 3.73472
H -5.58196 -4.53856 4.45915
H -4.10130 -3.50961 4.74335
H -6.99446 -4.18810 2.43772
H -7.27253 -2.88100 3.68242
H -6.88181 -2.48793 1.93826
C -6.96301 -7.42973 2.76864
O -5.78395 -7.48531 2.53799
N -7.88490 -8.29761 2.25029
C -9.43320 -8.09385 2.34062
C -7.47927 -9.34030 1.27958
H -7.52742 -6.76580 3.44157
H -9.67234 -7.83340 3.37167
H -9.96880 -8.84934 1.76575
H -9.48246 -7.18875 1.73525
H -6.39397 -9.34111 1.17844
H -7.82071 -10.23876 1.79369
H -8.07175 -9.08593 0.40074
C -7.16356 -3.99839 10.75458
O -7.25902 -5.11482 11.29977
N -6.12009 -3.69684 10.00715
C -4.99796 -4.62589 9.99463
C -6.05274 -2.50031 9.15759
H -7.95845 -3.24429 10.86279
H -4.08343 -4.21711 10.42431
H -4.78391 -4.89524 8.96036
H -5.13008 -5.66422 10.29877
H -5.04022 -2.35850 8.77971
H -6.63120 -2.69309 8.25410
H -6.10153 -1.53010 9.65198

As for the strongest force on any atom: 0.0891 hartree/bohr. As for the expectation value of S²: 12.0034. The calculation puts the HOMO energy (alpha / beta) at -0.183 / -6.930 eV. As for the spin multiplicity: 7. The orbital gap (alpha / beta) comes out at 1.8 / 8.5 eV. The charge is -1.


(4)
Computed, not measured: a single Cl2H6O2Si3 molecule at a distorted geometry, with wB97M-V/def2-TZVPD.

Geometry (Å):
O 0.18335 -1.25519 -0.53387
O 0.69237 1.35537 0.69198
Si -1.01343 -2.31900 -0.29669
Si -0.42546 2.33693 -0.01876
Si 1.44430 -0.00915 0.45305
Cl 1.97944 -0.57039 2.30960
Cl 2.68025 -0.01895 -1.06905
H -2.07848 -1.58313 0.10710
H -1.10411 -2.99393 -1.56850
H -0.56489 -3.20510 0.64876
H -1.89745 2.32060 0.38642
H 0.38260 3.49870 0.39454
H -0.27849 2.44324 -1.50457

As for the strongest force on any atom: 0.1052 hartree/bohr. The calculation puts the HOMO energy at -10.509 eV. The structure (SMILES) is [SiH3]O[Si](Cl)(Cl)O[SiH3]. The orbital gap comes out at 10.8 eV.


(5)
Computed, not measured: 2 unconnected molecules or ions with the total composition CH3N3O3 at a distorted geometry, with wB97M-V/def2-TZVPD.

Geometry (Å):
C 1.95118 0.36454 -0.00852
N -1.04148 1.12149 0.76831
N -0.42274 -0.90740 -0.33932
N -1.16966 0.33866 -0.14473
O -1.76781 0.57597 -1.15859
O 2.61304 -0.59660 -0.13592
O 1.18376 1.17634 0.10750
H -0.49947 0.78705 1.61857
H -0.24728 -1.46259 0.44054
H -0.59953 -1.39745 -1.14784

As for the strongest force on any atom: 0.1015 hartree/bohr. The calculation puts the HOMO energy at -10.134 eV. The structure (SMILES) is [H]/N=[N+](\N)[O-].O=C=O. The orbital gap comes out at 10.5 eV.


(6)
Computed, not measured: a molecular structure, C18H26BrN6P2Tl, with wB97M-V/def2-TZVPD.

Geometry (Å):
Tl -0.23531 -0.12139 0.05798
C 3.25650 0.37471 1.56445
P 2.40607 0.19242 -0.02244
C 3.05252 1.47826 -1.11007
C 2.96279 -1.39650 -0.72800
C 2.36609 -2.60986 0.00747
P 0.55021 -2.66517 -0.15187
C -0.01604 -3.97244 0.95833
C 0.19139 -3.23887 -1.83576
H 4.33374 0.33403 1.39043
H 2.97842 -0.40923 2.26792
H 3.00802 1.34125 2.00122
H 4.12047 1.30146 -1.25648
H 2.91381 2.45458 -0.65065
H 2.54171 1.46832 -2.07187
H 4.05436 -1.42754 -0.70018
H 2.68138 -1.40591 -1.78512
H 2.61283 -2.58892 1.07189
H 2.77806 -3.54211 -0.38595
H 0.39819 -4.92014 0.60627
H -1.10012 -4.03998 0.95351
H 0.33191 -3.79273 1.97523
H 0.83425 -4.08826 -2.07555
H 0.34781 -2.45944 -2.58105
H -0.84912 -3.56054 -1.88568
N 0.17277 2.96179 -2.05590
C 0.47162 3.45117 -0.79180
C 0.91139 4.77038 -0.62156
C 1.24422 5.20622 0.63670
C 1.13964 4.32606 1.71806
C 0.71639 3.04832 1.45814
N 0.40159 2.58877 0.22870
H 0.13241 3.66981 -2.77524
H -0.61998 2.33710 -2.10445
H 0.95307 5.43910 -1.47012
H 1.56009 6.22894 0.78999
H 1.36576 4.63798 2.72679
H 0.61444 2.33452 2.27150
Br -6.48274 -4.08554 0.50541
C -4.87757 -3.13728 0.41922
C -4.14142 -2.88781 1.57246
C -2.95732 -2.18730 1.44957
N -2.47901 -1.73037 0.28633
C -3.21383 -1.95842 -0.80683
C -4.40313 -2.66164 -0.79713
H -4.48513 -3.22570 2.53938
H -2.36725 -1.98308 2.33725
H -2.84273 -1.54041 -1.73629
H -4.95408 -2.81973 -1.71292
N -2.36749 5.10924 0.50871
C -2.66392 3.99929 0.42701
N -3.01838 2.72302 0.34658
C -2.41014 1.81175 -0.19844
N -1.91922 0.86781 -0.76518

As for the strongest force on any atom: 0.0110 hartree/bohr. The calculation puts the HOMO energy at -14.195 eV. The orbital gap comes out at 6.1 eV. The charge is +2.